ORCA calculation (ωB97M-V/def2-TZVPD) on the molecule C6H7F.

Structure (XYZ):
```
14
Properties=species:S:1:pos:R:3:forces:R:3:lowdin_charge:R:1
F 1.991 0.178 -0.389 -0.6456 -1.1386 1.1142 0.01
C -1.392 0.869 0.152 -3.7177 -2.5347 -0.8484 -0.15
C -1.525 -0.369 -0.560 -1.4974 2.4915 -1.5070 -0.11
C 0.687 0.030 0.086 -1.2987 -0.2424 -0.1754 -0.42
C 0.022 1.398 0.217 1.4336 1.0305 -1.5038 -0.13
C -0.227 -1.069 -0.569 1.8390 1.3203 1.6568 -0.15
C 0.088 -1.099 1.040 2.2407 -0.3663 -2.9817 0.02
H 0.310 -1.751 -1.286 -1.1500 0.6395 0.8681 0.15
H 0.611 2.008 1.068 -2.1739 -1.3468 -1.6366 0.16
H -2.377 1.111 0.687 1.7373 0.9179 -1.1221 0.11
H -2.496 -0.694 -1.272 2.5367 0.7097 2.8268 0.16
H 0.792 -1.847 1.347 0.4789 -0.2555 0.0684 0.08
H -0.817 -1.088 1.627 0.2674 0.7826 0.0531 0.09
H 0.144 2.091 -0.872 -0.0500 -2.0077 3.1876 0.19
```
Positions in Å, forces in eV/Å.

Calculated values
F_max: 4.579 eV/Å
SMILES string: F[C@@]12CC=C[C@@H]1C2
Energy relative to the best compared isomer or geometry (same formula, charge and spin): 3.684 eV
LUMO: 0.97 eV
Kohn-Sham gap: 9.3 eV
Calculated total energy: -332.514153 a.u.
Highest occupied orbital energy: -8.3320 eV


ORCA calculation (ωB97M-V/def2-TZVPD) on the molecule C6H7F.

Structure (XYZ):
```
14
Properties=species:S:1:pos:R:3:forces:R:3:lowdin_charge:R:1
F 1.749 0.568 -0.636 -0.0119 -0.5738 1.0064 0.01
C -0.269 1.258 0.432 0.7726 1.5392 -1.1857 -0.12
C -0.066 -1.060 -0.437 1.0269 -1.1512 -1.1999 -0.20
C -1.520 0.582 0.103 -4.1434 0.7736 -1.9135 -0.13
C 0.630 0.134 0.095 2.8336 -0.5313 0.0392 -0.48
C 0.612 -1.070 1.006 0.4602 -1.1170 -1.0009 0.03
C -1.443 -0.597 -0.555 -0.8654 1.2895 2.0362 -0.06
H -0.250 1.687 1.457 0.3882 -0.4064 -0.6872 0.13
H 0.023 2.077 -0.362 -0.9525 -1.1102 1.5960 0.17
H -0.224 -0.982 1.738 1.2505 -0.2799 -0.0679 0.12
H -2.494 1.146 0.101 0.9774 -0.6339 0.3605 0.12
H 0.325 -1.678 -1.299 0.0777 0.8551 1.3937 0.16
H -2.331 -1.076 -0.952 0.3567 -0.2728 -0.0343 0.11
H 1.549 -1.761 1.177 -2.1705 1.6191 -0.3425 0.15
```
Positions in Å, forces in eV/Å.

Calculated values
F_max: 4.629 eV/Å
SMILES string: F[C@@]12CC=C[C@@H]1C2
Energy relative to the best compared isomer or geometry (same formula, charge and spin): 1.453 eV
LUMO: 1.13 eV
Kohn-Sham gap: 10.0 eV
Calculated total energy: -332.596130 a.u.
Highest occupied orbital energy: -8.8784 eV


ORCA calculation (ωB97M-V/def2-TZVPD) on the molecule C6H7FN2O.

Structure (XYZ):
```
17
Properties=species:S:1:pos:R:3:forces:R:3:lowdin_charge:R:1
F 0.658 1.310 2.215 -0.0222 -1.0136 -0.1158 0.04
O 1.465 0.575 -1.077 -0.6825 -0.7249 -0.6074 0.11
N 0.484 -0.792 1.365 -0.3004 1.3718 -0.2500 0.17
N 1.610 2.418 0.182 -0.9562 -0.4594 3.6032 0.18
C -1.602 0.194 -0.850 -1.1046 -0.3333 -0.1124 0.02
C -1.716 -1.138 -0.914 1.3597 0.0791 0.5059 -0.14
C 1.219 1.128 -0.038 2.1482 1.1468 -0.4121 -0.52
C -0.726 -2.103 -0.316 -1.4276 -0.2952 -1.2504 -0.11
C 0.287 -1.914 0.534 1.5629 -0.9925 1.9947 -0.14
C 0.729 0.413 1.165 -0.3839 -1.0778 0.9810 -0.27
H 1.599 2.808 1.162 -0.1821 -0.5284 -2.0639 0.14
H -2.380 0.777 -1.314 -0.0940 0.2476 -0.2012 0.06
H 0.988 -2.739 1.008 -1.8124 1.2681 -1.6080 0.15
H 1.773 2.987 -0.586 0.5848 1.0177 -1.4189 0.09
H -0.876 0.766 -0.301 -0.2505 -0.3332 -0.2247 0.02
H -2.511 -1.581 -1.549 0.5819 0.2873 0.6706 0.10
H -1.000 -3.109 -0.686 0.9787 0.3400 0.5094 0.10
```
Positions in Å, forces in eV/Å.

Calculated values
F_max: 3.756 eV/Å
SMILES string: C=C/C=C\N=C(\F)C(N)=O
Energy relative to the best compared isomer or geometry (same formula, charge and spin): 1.189 eV
LUMO: -0.07 eV
Kohn-Sham gap: 8.5 eV
Calculated total energy: -517.375347 a.u.
Highest occupied orbital energy: -8.6196 eV


ORCA calculation (ωB97M-V/def2-TZVPD) on a structure of composition C6H7I2NO.

Structure (XYZ):
```
17
Properties=species:S:1:pos:R:3:forces:R:3:lowdin_charge:R:1
I 2.604 -1.800 0.145 0.3765 -0.0317 -0.1435 0.77
I 2.931 1.716 0.128 -0.3687 -0.1089 0.0344 0.79
O -1.399 -0.951 1.464 0.7608 -0.7451 -1.8208 0.06
N 0.481 0.081 0.912 -0.5558 -0.0980 -1.1671 -0.28
C 1.594 0.103 0.134 0.6362 -0.1178 0.1755 -1.21
C -0.582 -0.800 0.548 -2.3646 2.0551 3.7502 -0.46
C -0.797 -1.220 -0.839 2.0067 -0.6194 -0.4958 -0.15
C -1.038 -0.118 -1.847 -1.0696 1.6988 -2.0306 -0.19
C -0.305 0.885 -2.356 -0.5741 -2.1606 1.2308 0.13
C 0.143 0.919 2.051 0.3489 1.7047 1.5344 -0.08
H 0.046 0.252 2.982 -0.2288 1.1672 -1.4223 0.11
H -2.075 -0.099 -2.377 1.4476 -0.4246 1.0990 0.13
H -0.836 1.542 1.814 2.0120 -1.4506 0.7307 0.14
H -0.464 1.546 -3.196 0.0063 0.1614 0.2023 0.03
H 1.020 1.651 2.269 -1.5738 -1.2678 -0.6024 0.06
H 0.201 -1.686 -0.994 -0.6187 -0.0292 -0.9379 0.03
H -1.525 -2.024 -0.840 -0.2409 0.2667 -0.1368 0.13
```
Positions in Å, forces in eV/Å.

Calculated values
F_max: 4.887 eV/Å
Energy relative to the best compared isomer or geometry (same formula, charge and spin): 5.226 eV
LUMO (spin up / spin down): -0.91 / -0.60 eV
Kohn-Sham gap (spin up / spin down): 8.3 / 7.2 eV
Calculated total energy: -958.010196 a.u.
Highest occupied orbital energy (spin up / spin down): -9.1622 / -7.7623 eV


ORCA calculation (ωB97M-V/def2-TZVPD) on a cluster of 2 separate species, C6H7IN2 in total.

Structure (XYZ):
```
16
Properties=species:S:1:pos:R:3:forces:R:3:lowdin_charge:R:1
I -3.083 0.404 -0.115 0.0665 1.8247 0.0642 0.79
N -2.821 -1.480 0.268 1.1965 -1.3518 -1.2291 -0.57
N -0.568 -1.837 -0.418 -3.5250 -2.5406 0.0124 0.14
C 0.516 0.175 -1.065 -1.1106 1.0556 -3.6413 -0.05
C 1.185 0.738 1.531 -0.9921 -1.3876 -2.6289 -0.02
C 0.362 -0.339 1.138 -0.0375 -0.5660 5.2769 -0.05
C 1.319 1.287 -0.794 -0.6525 -2.9791 -2.9029 -0.10
C 1.719 1.465 0.460 -0.3762 0.7247 2.3950 -0.11
C 0.031 -0.720 -0.111 1.4231 2.5903 -2.9932 -0.58
H 0.201 0.057 -2.162 0.5424 -0.1770 1.6273 0.13
H 2.281 2.329 0.583 1.4483 1.2821 0.9294 0.09
H -0.947 -1.914 -1.385 0.8359 0.4621 0.7419 0.08
H 1.415 1.002 2.525 0.0380 -0.0479 0.9831 0.09
H -3.250 -1.831 -0.616 0.5681 -0.5272 0.7369 -0.10
H 1.792 1.709 -1.673 -0.2129 0.7445 0.3252 0.11
H -0.153 -1.044 1.832 0.7881 0.8933 0.3033 0.13
```
Positions in Å, forces in eV/Å.

Calculated values
F_max: 5.307 eV/Å
Energy relative to the best compared isomer or geometry (same formula, charge and spin): 3.258 eV
LUMO (spin up / spin down): -1.83 / -1.83 eV
Kohn-Sham gap (spin up / spin down): 6.3 / 6.3 eV
Calculated total energy: -639.850832 a.u.
Highest occupied orbital energy (spin up / spin down): -8.0971 / -8.0970 eV


ORCA calculation (ωB97M-V/def2-TZVPD) on a structure of composition C6H7N.

Structure (XYZ):
```
14
Properties=species:S:1:pos:R:3:forces:R:3:lowdin_charge:R:1
N -0.147 -1.829 0.374 0.9250 -0.1658 -0.2562 0.21
C 2.290 -0.185 0.482 0.1361 0.4687 0.0922 -0.07
C 1.361 0.830 0.388 0.3850 -0.1593 0.1261 -0.02
C 0.550 0.112 -0.613 -0.1022 -0.4955 -0.3421 -0.25
C -1.941 -0.142 0.191 -0.1183 -0.2286 0.1232 -0.04
C 1.691 -0.953 -0.524 -1.5247 -0.2743 0.5065 -0.02
C -0.570 -0.714 0.033 0.1546 0.6981 -0.3944 -0.47
H -2.538 -0.355 -0.695 -0.0506 -0.0060 -0.0765 0.08
H 1.187 1.756 0.904 0.0263 0.1715 0.2141 0.10
H -1.887 0.940 0.304 -0.0282 0.0270 0.1183 0.08
H 1.990 -1.754 -1.167 0.1174 -0.1897 -0.1679 0.10
H 3.135 -0.364 1.122 0.1626 0.0335 0.1038 0.10
H -2.421 -0.601 1.051 -0.1674 0.0904 0.0315 0.08
H 0.260 0.599 -1.542 0.0844 0.0301 -0.0785 0.14
```
Positions in Å, forces in eV/Å.

Calculated values
F_max: 1.630 eV/Å
Energy relative to the best compared isomer or geometry (same formula, charge and spin): 4.688 eV
LUMO (spin up / spin down): 0.21 / 0.30 eV
Kohn-Sham gap (spin up / spin down): 8.8 / 8.1 eV
Calculated total energy: -287.414943 a.u.
Highest occupied orbital energy (spin up / spin down): -8.6142 / -7.8000 eV


ORCA calculation (ωB97M-V/def2-TZVPD) on the molecule C6H7N.

Structure (XYZ):
```
14
Properties=species:S:1:pos:R:3:forces:R:3:lowdin_charge:R:1
N 3.370 -0.552 -0.025 0.1823 -0.1053 0.0058 0.16
C 0.417 1.547 -0.285 0.3479 -0.2513 0.0418 0.01
C 1.008 0.391 0.053 -1.2124 0.6655 0.0424 -0.22
C -0.953 1.098 0.121 -0.1835 0.0797 0.1125 -0.12
C 2.310 -0.111 0.006 0.8703 -0.1913 -0.0838 -0.17
C -0.287 -0.248 0.524 -0.0249 -0.3541 -0.0264 -0.31
C -0.733 -1.479 -0.243 0.0491 0.1339 0.1652 -0.06
H -1.671 1.020 -0.694 -0.0652 -0.0392 -0.0445 0.11
H -0.693 -1.296 -1.315 -0.0135 0.0049 -0.1126 0.09
H 0.779 2.474 -0.691 0.1643 0.1705 -0.1095 0.11
H -1.404 1.660 0.938 -0.0431 0.0205 0.0352 0.11
H -1.753 -1.743 0.028 -0.0797 -0.0798 -0.0009 0.08
H -0.084 -2.322 -0.014 0.0138 -0.1135 -0.0228 0.08
H -0.307 -0.439 1.599 -0.0056 0.0595 -0.0025 0.14
```
Positions in Å, forces in eV/Å.

Calculated values
F_max: 1.384 eV/Å
SMILES string: C[C@@H]1CC=C1C#N
Energy relative to the best compared isomer or geometry (same formula, charge and spin): 1.771 eV
LUMO: 0.65 eV
Kohn-Sham gap: 10.6 eV
Calculated total energy: -287.522159 a.u.
Highest occupied orbital energy: -9.9025 eV


ORCA calculation (ωB97M-V/def2-TZVPD) on the molecule C6H7N.

Structure (XYZ):
```
14
Properties=species:S:1:pos:R:3:forces:R:3:lowdin_charge:R:1
N 0.249 -0.589 -2.771 -0.2924 -0.3171 1.0441 0.16
C -0.497 -0.831 -0.272 -0.0062 0.1165 -0.0657 -0.29
C 0.067 1.390 0.322 0.1333 0.0250 -0.0010 -0.09
C 1.089 0.635 0.709 -0.0883 0.0040 0.1660 -0.09
C -1.154 0.542 0.044 -0.0958 -0.0423 0.0314 -0.15
C -0.072 -0.752 -1.671 0.3264 0.1677 -1.3247 -0.21
C 0.764 -0.844 0.634 -0.0049 0.0183 -0.0773 -0.14
H 2.056 0.999 1.036 -0.0643 -0.0123 -0.1235 0.10
H -1.160 -1.698 -0.171 0.1440 0.2275 0.2029 0.14
H -1.779 0.906 -0.773 0.0674 -0.0626 0.0365 0.11
H -1.782 0.472 0.944 0.0936 -0.0148 -0.1617 0.12
H 0.522 -1.304 1.603 0.1372 0.2033 -0.1216 0.12
H 0.098 2.469 0.177 -0.1034 -0.2304 0.2900 0.11
H 1.599 -1.395 0.187 -0.2465 -0.0828 0.1047 0.12
```
Positions in Å, forces in eV/Å.

Calculated values
F_max: 1.375 eV/Å
SMILES string: N#CC1CC=CC1
Energy relative to the best compared isomer or geometry (same formula, charge and spin): 0.962 eV
LUMO: 0.93 eV
Kohn-Sham gap: 10.7 eV
Calculated total energy: -287.551898 a.u.
Highest occupied orbital energy: -9.7521 eV


ORCA calculation (ωB97M-V/def2-TZVPD) on the molecule C6H7N.

Structure (XYZ):
```
14
Properties=species:S:1:pos:R:3:forces:R:3:lowdin_charge:R:1
N 0.451 0.181 1.185 -0.1066 0.6746 -0.2864 0.08
C -1.875 0.271 0.645 0.0165 -0.0291 -0.0032 -0.08
C 2.160 -0.072 -0.404 0.1532 -0.1189 -0.1248 -0.04
C -1.627 -0.470 -0.508 0.0663 0.3035 -0.0788 -0.08
C -0.792 0.558 1.462 -0.1051 0.1788 0.0461 -0.15
C 0.700 -0.152 -0.081 0.0851 0.0689 -0.0095 -0.35
C -0.321 -0.475 -0.981 0.0503 -0.1103 0.1452 -0.04
H 2.335 0.351 -1.396 0.0158 -0.1850 0.0081 0.08
H 2.616 -1.061 -0.331 0.1324 0.0312 -0.1686 0.08
H -0.844 1.183 2.344 -0.5146 -0.2451 0.2357 0.10
H 2.619 0.573 0.351 0.0052 -0.1770 -0.2495 0.08
H -2.848 0.722 0.788 -0.1299 -0.4866 0.5040 0.10
H -0.145 -0.614 -2.045 0.2543 -0.5769 0.2741 0.11
H -2.430 -0.993 -1.028 0.0770 0.6718 -0.2925 0.11
```
Positions in Å, forces in eV/Å.

Calculated values
F_max: 0.741 eV/Å
SMILES string: Cc1ccccn1
Energy relative to the best compared isomer or geometry (same formula, charge and spin): 0.729 eV
LUMO: 0.84 eV
Kohn-Sham gap: 10.1 eV
Calculated total energy: -287.560443 a.u.
Highest occupied orbital energy: -9.2216 eV


ORCA calculation (ωB97M-V/def2-TZVPD) on a structure of composition C6H7N.

Structure (XYZ):
```
14
Properties=species:S:1:pos:R:3:forces:R:3:lowdin_charge:R:1
N 0.028 0.592 1.286 0.0767 -0.0991 0.0890 0.04
C 0.793 0.834 0.058 0.1614 0.0110 -0.1607 -0.28
C -1.404 -0.175 -0.203 -0.2222 0.0523 -0.1342 -0.16
C 1.294 -0.336 -0.720 -0.0114 0.1172 0.1051 0.00
C -0.650 1.123 0.080 -0.1194 0.2294 -0.1697 -0.17
C -0.524 -1.351 -0.262 0.0251 0.2022 0.0888 -0.02
C -0.672 -0.725 1.049 -0.0760 -0.2864 0.2922 -0.21
H 1.501 -0.097 -1.768 -0.0433 -0.0409 0.1447 0.11
H -1.014 -1.256 1.933 0.1088 0.0539 -0.1560 0.12
H 2.141 -0.839 -0.246 -0.1244 0.0568 -0.0626 0.11
H 0.556 -1.343 -0.909 0.0115 -0.0457 -0.0333 0.05
H 1.479 1.672 0.156 -0.0761 -0.0716 -0.0038 0.14
H -2.438 -0.215 -0.533 0.1998 0.0042 0.0169 0.12
H -1.090 2.116 0.078 0.0894 -0.1832 -0.0166 0.13
```
Positions in Å, forces in eV/Å.

Calculated values
F_max: 0.416 eV/Å
Energy relative to the best compared isomer or geometry (same formula, charge and spin): 6.967 eV
LUMO: 0.87 eV
Kohn-Sham gap: 9.3 eV
Calculated total energy: -287.331186 a.u.
Highest occupied orbital energy: -8.4015 eV